# 1
DFT (wB97M-V/def2-TZVPD) results for a cluster of 2 separate species, C2H9N2 in total.

Structure (ORCA input):
```
! RIJCOSX wB97M-V def2-TZVPD def2/J DEFGRID3
* xyz 1 1
C 1.550 0.240 0.558
C -1.461 -0.672 -0.500
N -1.314 0.039 -1.570
N 0.189 0.154 0.947
H 2.088 0.636 1.454
H 1.928 -0.625 0.138
H 1.658 0.935 -0.323
H -0.990 -1.509 -0.338
H -2.049 -0.179 0.290
H -1.671 0.933 -1.689
H -0.618 -0.061 -2.387
H -0.080 -0.422 1.749
H -0.306 1.012 1.169
*
```

Gap between HOMO and LUMO   9.7 eV
E_tot   -5191.757 eV
E_HOMO   -14.15 eV

Okay, here come the natural (NBO) numbers, in e, for every atom: atom 1 (C): -0.42, atom 2 (C): 0.17, atom 3 (N): -0.65, atom 4 (N): -0.79, atom 5 (H): 0.22, atom 6 (H): 0.21, atom 7 (H): 0.20, atom 8 (H): 0.21, atom 9 (H): 0.23, atom 10 (H): 0.42, atom 11 (H): 0.44, atom 12 (H): 0.39, atom 13 (H): 0.38

=====

# 2
DFT (wB97M-V/def2-TZVPD) results for a cluster of 2 separate species, C2H9N2 in total.

Structure (ORCA input):
```
! RIJCOSX wB97M-V def2-TZVPD def2/J DEFGRID3
* xyz 1 1
N 2.231 -0.632 -1.107
C 0.177 0.251 0.432
C -1.184 -0.239 0.219
N -2.123 0.805 0.707
H 1.729 -1.449 -1.270
H 2.980 -0.413 -1.857
H 1.579 0.139 -0.657
H 0.897 -0.435 0.675
H 0.234 1.243 0.729
H -1.420 -0.373 -0.871
H -1.512 -1.209 0.693
H -2.120 0.733 1.746
H -1.467 1.578 0.559
*
```

Gap between HOMO and LUMO   6.4 eV
E_tot   -5188.080 eV
E_HOMO   -14.92 eV

Okay, here come the natural (NBO) numbers, in e, for every atom: atom 1 (N): -0.96, atom 2 (C): 0.18, atom 3 (C): -0.42, atom 4 (N): -0.69, atom 5 (H): 0.37, atom 6 (H): 0.44, atom 7 (H): 0.31, atom 8 (H): 0.23, atom 9 (H): 0.21, atom 10 (H): 0.32, atom 11 (H): 0.31, atom 12 (H): 0.37, atom 13 (H): 0.33

=====

# 3
DFT (wB97M-V/def2-TZVPD) results for a cluster of 2 separate species, C2H9N2O in total.

Structure (ORCA input):
```
! RIJCOSX wB97M-V def2-TZVPD def2/J DEFGRID3
* xyz -1 1
C 1.670 0.367 0.107
N 1.002 -0.732 -0.581
C -0.119 -0.192 -1.453
O 0.183 0.800 -2.260
H 2.043 1.127 -0.582
H 2.484 -0.023 0.726
H 0.946 0.856 0.772
H 1.682 -1.127 -1.226
H -0.895 0.054 -0.678
H -0.495 -1.123 -1.965
N -2.119 0.258 1.915
H -1.824 -0.479 2.542
H -3.044 0.010 1.584
H -1.514 0.204 1.097
*
```

Gap between HOMO and LUMO   6.7 eV
E_tot   -7247.239 eV
E_HOMO   -2.48 eV

Okay, here come the natural (NBO) numbers, in e, for every atom: atom 1 (C): -0.42, atom 2 (N): -0.70, atom 3 (C): 0.15, atom 4 (O): -0.93, atom 5 (H): 0.19, atom 6 (H): 0.16, atom 7 (H): 0.17, atom 8 (H): 0.32, atom 9 (H): 0.03, atom 10 (H): 0.06, atom 11 (N): -1.08, atom 12 (H): 0.34, atom 13 (H): 0.34, atom 14 (H): 0.38

=====

# 4
DFT (wB97M-V/def2-TZVPD) results for a cluster of 2 separate species, C2H9N2O in total.

Structure (ORCA input):
```
! RIJCOSX wB97M-V def2-TZVPD def2/J DEFGRID3
* xyz 0 2
C 0.074 -1.433 -0.753
C 0.939 -1.598 0.323
N 1.203 -0.408 1.080
N -0.954 -0.394 -0.580
H 0.131 -1.963 -1.688
H 1.532 -2.485 0.479
H 1.353 -0.413 2.068
H 1.703 0.356 0.631
H -1.128 0.043 -1.476
H -0.617 0.212 0.172
H -1.907 -0.722 -0.298
H -0.176 3.071 -0.460
H -1.428 3.181 0.368
O -0.724 2.553 0.133
*
```

<S²>   0.756
Gap between HOMO and LUMO (spin up / spin down)   4.1 / 7.5 eV
E_tot   -7243.625 eV
E_HOMO (spin up / spin down)   -3.60 / -7.19 eV

Okay, here come the natural (NBO) numbers, in e, for every atom: atom 1 (C): -0.40, atom 2 (C): -0.22, atom 3 (N): -0.93, atom 4 (N): -0.75, atom 5 (H): 0.20, atom 6 (H): 0.18, atom 7 (H): 0.37, atom 8 (H): 0.34, atom 9 (H): 0.41, atom 10 (H): 0.47, atom 11 (H): 0.33, atom 12 (H): 0.47, atom 13 (H): 0.47, atom 14 (O): -0.95

=====

# 5
DFT (wB97M-V/def2-TZVPD) results for the ion C2H9N2O with charge +1.

Structure (ORCA input):
```
! RIJCOSX wB97M-V def2-TZVPD def2/J DEFGRID3
* xyz 1 1
N 1.527 -0.217 1.086
C 0.488 -0.895 0.312
N -0.811 -0.334 0.357
C -1.342 0.672 -0.812
O -0.339 1.142 -1.714
H 2.285 -0.734 1.516
H 1.861 0.605 0.506
H 1.022 0.184 1.986
H 0.983 -0.966 -0.734
H 0.377 -1.817 0.746
H -1.457 -1.097 0.229
H -1.613 1.542 -0.221
H -2.212 0.069 -1.056
H -0.766 1.846 -2.200
*
```

SMILES   [NH3+]CNCO
Gap between HOMO and LUMO   10.5 eV
E_tot   -7239.299 eV
E_HOMO   -14.15 eV

Okay, here come the natural (NBO) numbers, in e, for every atom: atom 1 (N): -0.70, atom 2 (C): -0.07, atom 3 (N): -0.64, atom 4 (C): 0.10, atom 5 (O): -0.72, atom 6 (H): 0.46, atom 7 (H): 0.46, atom 8 (H): 0.46, atom 9 (H): 0.20, atom 10 (H): 0.22, atom 11 (H): 0.39, atom 12 (H): 0.17, atom 13 (H): 0.18, atom 14 (H): 0.50

=====

# 6
DFT (wB97M-V/def2-TZVPD) results for a cluster of 2 separate species, C2H9N2O in total.

Structure (ORCA input):
```
! RIJCOSX wB97M-V def2-TZVPD def2/J DEFGRID3
* xyz 1 1
C -0.994 0.288 -0.247
C -0.097 -0.696 0.376
N 0.778 -1.283 -0.413
N -0.462 0.608 -1.504
O 0.810 0.696 1.655
H -1.936 -0.117 -0.518
H -1.222 1.227 0.250
H -0.223 -1.209 1.317
H 1.388 -2.080 -0.281
H 0.993 -0.833 -1.315
H 1.592 0.175 1.903
H -0.053 1.536 -1.598
H -1.181 0.602 -2.182
H 0.607 1.088 2.558
*
```

Gap between HOMO and LUMO   10.6 eV
E_tot   -7240.144 eV
E_HOMO   -14.45 eV

Okay, here come the natural (NBO) numbers, in e, for every atom: atom 1 (C): -0.33, atom 2 (C): 0.34, atom 3 (N): -0.67, atom 4 (N): -0.85, atom 5 (O): -0.91, atom 6 (H): 0.26, atom 7 (H): 0.25, atom 8 (H): 0.24, atom 9 (H): 0.44, atom 10 (H): 0.45, atom 11 (H): 0.49, atom 12 (H): 0.39, atom 13 (H): 0.39, atom 14 (H): 0.52